Density functional theory data (ωB97M-V/def2-TZVPD) for 2 unconnected molecules or ions with the total composition C26H29BF4N2O2PS.

Summary:
* largest force on an atom: 9.06 eV/A
* HOMO level: -5.19 eV
* 2S+1: 1
* net charge: -1

Structure (XYZ):
```
66
C26H29BF4N2O2PS ωB97M-V/def2-TZVPD
C -4.419 4.820 -2.719
C -5.562 3.970 -1.893
O -5.199 2.569 -1.612
C -4.027 2.513 -0.718
O -2.835 2.252 -1.321
C -4.107 2.695 0.942
C -3.144 1.464 1.538
C -1.645 2.110 1.692
N -0.592 1.173 2.240
C -0.871 -0.280 1.929
C -1.584 -1.245 3.094
C -1.883 -2.857 2.766
C -1.491 -3.588 1.353
C -1.747 -5.156 0.953
C -0.748 -6.420 1.189
C -1.177 -7.878 0.681
N -2.411 -8.382 0.019
C -3.288 -7.195 -0.176
C -3.097 -5.646 0.185
C -0.796 -2.633 0.182
C -0.516 -1.050 0.508
S 0.321 0.005 -0.818
C 1.369 1.223 0.216
C 0.719 1.660 1.662
C 1.606 2.762 2.551
C 3.063 3.295 1.930
C 3.687 2.797 0.487
C 2.803 1.733 -0.397
P 3.323 0.994 -2.102
C 4.674 2.055 -2.938
C 4.048 -0.773 -1.715
C 3.227 -1.886 -2.652
H -4.788 5.942 -2.769
H -3.378 4.825 -2.168
H -4.332 4.337 -3.807
H -5.758 4.492 -0.853
H -6.600 3.946 -2.457
H -3.603 3.737 1.163
H -5.212 2.637 1.336
H -3.649 1.165 2.568
H -3.225 0.605 0.722
H -1.746 2.995 2.486
H -1.236 2.628 0.710
H -1.880 -0.796 4.160
H -2.390 -3.532 3.594
H 0.286 -6.256 1.729
H -0.361 -8.734 0.863
H -4.328 -7.464 -0.704
H -3.927 -4.859 -0.100
H -0.483 -3.079 -0.866
H 1.233 3.174 3.582
H 3.715 4.081 2.533
H 4.719 3.137 0.039
H 5.630 2.032 -2.264
H 4.261 3.147 -3.057
H 4.946 1.582 -3.973
H 3.911 -1.073 -0.586
H 5.201 -0.841 -1.977
H 3.284 -2.976 -2.221
H 3.629 -1.909 -3.752
H 2.093 -1.528 -2.613
B 7.257 0.697 0.325
F 6.318 0.097 1.259
F 8.567 0.794 0.949
F 7.349 -0.129 -0.868
F 6.795 2.026 -0.040
```